{
  "formula": "C32H32AuClN7O6S",
  "method": "the ωB97M-V functional and the def2-TZVPD basis",
  "total_energy_ev": -83463.023,
  "total_charge": 1,
  "gap_ev": 5.86,
  "largest_force_ev_per_a": 0.84,
  "elements": ["Au", "C", "C", "N", "N", "C", "S", "N", "N", "H", "H", "H", "H", "H", "H", "C", "C", "C", "C", "C", "C", "N", "C", "C", "C", "C", "C", "C", "C", "O", "O", "C", "C", "H", "H", "H", "H", "H", "H", "H", "H", "H", "H", "H", "H", "H", "H", "O", "C", "N", "C", "O", "C", "C", "C", "C", "N", "C", "H", "H", "H", "H", "H", "H", "H", "H", "Cl", "C", "C", "C", "C", "C", "C", "C", "O", "O", "H", "H", "H", "H"],
  "positions_angstrom": [[-0.2409, -0.2290, -0.1610], [4.0622, 3.8720, 0.3200], [3.9260, 2.4031, 0.2078], [4.8592, 1.5308, 0.3961], [4.2467, 0.3297, 0.2039], [2.9562, 0.4290, -0.0995], [1.9854, -0.9494, -0.4074], [2.7357, 1.7660, -0.1151], [1.5075, 2.3602, -0.3678], [5.1027, 4.1089, 0.5244], [3.4485, 4.2575, 1.1361], [3.7602, 4.3677, -0.6030], [4.7712, -0.5262, 0.2985], [1.5256, 2.8294, -1.2667], [1.2998, 3.0246, 0.3686], [4.1191, -1.4367, 3.6227], [3.1600, -0.3152, 3.3333], [3.5329, 0.9984, 3.5947], [2.6624, 2.0525, 3.3655], [1.4117, 1.7900, 2.8362], [1.0480, 0.4812, 2.5390], [-0.2508, 0.3294, 1.8892], [-1.3601, -0.3071, 2.6316], [-1.1505, -0.7654, 3.9193], [-2.1997, -1.3387, 4.6246], [-3.4509, -1.4438, 4.0476], [-3.6586, -0.9599, 2.7673], [-2.6276, -0.3822, 2.0452], [-2.9516, 0.1128, 0.6691], [-4.0379, 0.0020, 0.1723], [-1.9719, 0.7890, 0.0240], [1.8916, -0.5986, 2.8004], [1.4927, -2.0193, 2.5457], [5.0039, -1.0674, 4.1372], [4.4413, -1.9321, 2.7027], [3.6593, -2.2059, 4.2441], [4.5131, 1.1946, 4.0110], [2.9470, 3.0643, 3.6239], [0.6933, 2.5913, 2.6907], [-0.5882, 1.2589, 1.6354], [-0.1840, -0.6627, 4.3864], [-2.0298, -1.7015, 5.6291], [-4.2641, -1.9025, 4.5923], [-4.6254, -1.0352, 2.2898], [0.6419, -2.0939, 1.8787], [1.2076, -2.5165, 3.4755], [2.3136, -2.5876, 2.1095], [-5.5726, -4.1924, -1.7779], [-5.3870, -3.5177, -2.9955], [-4.1190, -2.8329, -2.8369], [-3.5565, -2.1932, -3.8733], [-4.0455, -2.1429, -4.9872], [-2.2308, -1.5234, -3.6098], [-1.3697, -1.3000, -4.6729], [-0.1483, -0.6842, -4.4425], [0.1856, -0.3256, -3.1544], [-0.6591, -0.5399, -2.1366], [-1.8560, -1.1041, -2.3495], [-6.4621, -4.5552, -1.7451], [-6.1775, -2.7873, -3.1914], [-5.3215, -4.2022, -3.8461], [-3.6736, -2.9243, -1.9354], [-1.6790, -1.6042, -5.6646], [0.5452, -0.4886, -5.2472], [1.1333, 0.1303, -2.9131], [-2.4959, -1.2102, -1.4854], [3.2109, -6.6873, -1.4094], [1.8586, -5.7652, -0.8278], [1.3961, -4.6944, -1.5744], [0.3303, -3.9501, -1.0886], [-0.2762, -4.2649, 0.1202], [0.1830, -5.3694, 0.8311], [1.2539, -6.1176, 0.3703], [-1.4010, -3.4298, 0.7043], [-2.0753, -3.9041, 1.6074], [-1.5592, -2.2510, 0.2013], [1.8633, -4.4559, -2.5208], [-0.0518, -3.1218, -1.6744], [-0.3159, -5.6225, 1.7575], [1.6188, -6.9707, 0.9257]]
}

---

{
  "formula": "C15H23NO2",
  "method": "the ωB97M-V functional and the def2-TZVPD basis",
  "total_energy_ev": -21512.606,
  "smiles": "CCOc1ccc(OCCNC2CCCC2)cc1",
  "gap_ev": 8.67,
  "largest_force_ev_per_a": 0.57,
  "elements": ["C", "C", "O", "C", "C", "C", "C", "C", "C", "H", "H", "O", "C", "C", "N", "H", "C", "C", "H", "H", "C", "H", "H", "C", "H", "H", "C", "H", "H", "H", "H", "H", "H", "H", "H", "H", "H", "H", "H", "H", "H"],
  "positions_angstrom": [[-4.6354, -0.2908, 2.6948], [-4.1976, 1.0777, 3.2108], [-2.8011, 1.1724, 3.3920], [-1.9841, 1.3170, 2.3068], [-0.6140, 1.2931, 2.5802], [0.3070, 1.4454, 1.5719], [-0.1051, 1.6284, 0.2497], [-1.4642, 1.6590, -0.0235], [-2.3945, 1.5040, 0.9953], [-3.4405, 1.5388, 0.7336], [-1.8303, 1.8081, -1.0275], [0.8999, 1.7882, -0.6613], [0.6042, 1.7876, -2.0393], [0.1992, 0.4060, -2.5993], [1.2204, -0.6084, -2.6415], [2.0463, -0.2769, -3.1274], [1.5932, -1.2665, -1.4007], [2.7815, -0.6306, -0.6445], [2.5961, -0.6800, 0.4290], [2.9182, 0.4154, -0.9116], [3.9870, -1.4962, -0.9984], [4.3640, -1.2373, -1.9899], [4.8017, -1.3907, -0.2829], [3.3954, -2.9016, -1.0199], [4.0320, -3.6211, -1.5334], [3.2406, -3.2483, 0.0033], [2.0512, -2.7099, -1.7219], [1.3148, -3.4471, -1.4080], [2.1709, -2.7945, -2.8022], [0.7029, -1.2777, -0.7660], [-0.1478, 0.5652, -3.6266], [-0.6340, 0.0085, -2.0145], [1.5323, 2.1166, -2.5180], [-0.1781, 2.5221, -2.2716], [1.3647, 1.4316, 1.7814], [-0.2986, 1.1542, 3.6020], [-4.5598, 1.8771, 2.5520], [-4.6112, 1.2449, 4.2096], [-4.2969, -1.0660, 3.3776], [-5.7192, -0.3279, 2.6261], [-4.2111, -0.4898, 1.7137]]
}

---

{
  "formula": "C36H34BiBrClF3N3O2Te",
  "method": "the ωB97M-V functional and the def2-TZVPD basis",
  "total_energy_ev": -150304.166,
  "total_charge": -1,
  "gap_ev": 5.86,
  "largest_force_ev_per_a": 0.47,
  "elements": ["Bi", "Cl", "C", "C", "C", "C", "O", "C", "C", "N", "C", "C", "C", "C", "C", "C", "C", "C", "N", "C", "C", "H", "H", "H", "H", "H", "H", "H", "H", "H", "H", "C", "C", "C", "C", "C", "C", "C", "Br", "C", "O", "C", "C", "C", "C", "C", "C", "H", "H", "H", "H", "H", "H", "H", "H", "H", "H", "H", "H", "H", "H", "H", "H", "H", "H", "H", "H", "F", "C", "F", "F", "C", "C", "C", "N", "C", "C", "H", "H", "H", "H", "Te"],
  "positions_angstrom": [[2.0045, -0.7769, 0.4145], [1.9151, 0.7037, 7.9133], [2.3510, 0.2665, 6.2735], [3.2815, 1.0416, 5.5732], [3.6234, 0.7035, 4.2878], [3.0405, -0.4009, 3.5933], [3.3990, -0.6335, 2.3813], [2.1065, -1.1894, 4.3559], [1.5174, -2.4122, 3.8416], [1.5099, -2.7017, 2.6088], [0.9547, -3.8416, 2.0519], [-0.1290, -4.5293, 2.5443], [-0.6403, -5.6566, 1.8707], [-0.0672, -6.0999, 0.7131], [1.0327, -5.4027, 0.1580], [1.6603, -5.7883, -1.0489], [2.6903, -5.0473, -1.5422], [3.0820, -3.8789, -0.8529], [2.5275, -3.4886, 0.2669], [1.5269, -4.2485, 0.8044], [1.8021, -0.8399, 5.6832], [3.7323, 1.9019, 6.0545], [4.3559, 1.2851, 3.7400], [1.0910, -3.0963, 4.5923], [-0.6071, -4.1804, 3.4519], [-1.5015, -6.1723, 2.2777], [-0.4573, -6.9702, 0.1977], [1.3028, -6.6686, -1.5721], [3.1884, -5.3187, -2.4635], [3.8469, -3.2155, -1.2510], [1.1107, -1.4613, 6.2437], [-4.9671, -1.4586, -3.8809], [-4.3569, -0.0595, -3.9730], [-5.3767, 0.9408, -3.4090], [-4.1073, 0.2592, -5.4563], [-3.0376, 0.0363, -3.2042], [-2.4244, -1.0544, -2.6152], [-1.2090, -0.8989, -1.9679], [-0.4299, -2.4877, -1.2271], [-0.5008, 0.3155, -1.8355], [0.6503, 0.4007, -1.2538], [-1.1449, 1.4397, -2.4744], [-2.3590, 1.2580, -3.1156], [-0.4805, 2.8228, -2.4556], [0.9326, 2.7549, -3.0606], [-0.4085, 3.3236, -1.0093], [-1.2717, 3.8593, -3.2594], [-5.9223, -1.4772, -4.4130], [-5.1517, -1.7439, -2.8414], [-4.3154, -2.2094, -4.3355], [-6.3268, 0.8666, -3.9498], [-5.0197, 1.9693, -3.4944], [-5.5623, 0.7361, -2.3516], [-5.0323, 0.1630, -6.0369], [-3.3641, -0.4274, -5.8682], [-3.7284, 1.2766, -5.5808], [-2.8693, -2.0398, -2.6438], [-2.8152, 2.1163, -3.5936], [1.5685, 2.0564, -2.5182], [1.3967, 3.7482, -3.0329], [0.8779, 2.4320, -4.1054], [0.1475, 2.6158, -0.4061], [-1.4155, 3.4312, -0.5926], [0.0913, 4.2989, -0.9642], [-1.3643, 3.5702, -4.3104], [-0.7377, 4.8130, -3.2218], [-2.2729, 4.0218, -2.8483], [1.5476, 6.0310, 3.2649], [1.5586, 4.8950, 3.9864], [0.4713, 4.9005, 4.7717], [2.6359, 4.9481, 4.7891], [1.6053, 3.6922, 3.0888], [0.6584, 2.6945, 3.1843], [0.7595, 1.6208, 2.3130], [1.7225, 1.5238, 1.4023], [2.6483, 2.4734, 1.3334], [2.6174, 3.5881, 2.1531], [-0.1309, 2.7401, 3.9218], [0.0329, 0.8134, 2.3290], [3.4202, 2.3121, 0.5826], [3.3779, 4.3540, 2.0722], [4.1313, -0.1392, -1.0492]]
}

---

{
  "formula": "C11H20F3NO3Si",
  "method": "the ωB97M-V functional and the def2-TZVPD basis",
  "total_energy_ev": -35395.156,
  "smiles": "CC(C)C[C@H](NC(=O)C(F)(F)F)C(=O)O[Si](C)(C)C",
  "gap_ev": 10.88,
  "largest_force_ev_per_a": 5.47,
  "elements": ["O", "O", "F", "F", "F", "O", "C", "C", "N", "C", "C", "C", "C", "C", "C", "C", "C", "C", "Si", "H", "H", "H", "H", "H", "H", "H", "H", "H", "H", "H", "H", "H", "H", "H", "H", "H", "H", "H", "H"],
  "positions_angstrom": [[-2.6423, -0.6951, -1.8061], [1.7716, 0.9980, 0.0125], [-2.6343, 2.6510, -0.7951], [-4.3821, 1.2355, -0.8467], [-3.3234, 1.9665, -2.6938], [0.6943, 0.0738, 1.7848], [-2.2819, 0.4031, -1.4664], [0.8655, 0.2519, 0.4761], [-0.9862, 0.8036, -1.1855], [-3.2144, 1.6565, -1.4837], [-1.2135, -3.2404, -1.7326], [0.2610, -2.7073, -3.5695], [-0.4597, -2.0318, -2.4341], [0.5141, -1.1931, -1.6360], [0.4835, 1.0026, 4.5229], [0.9668, 2.9219, 2.2343], [3.1442, 1.1864, 2.7921], [-0.1769, -0.2696, -0.5440], [1.3256, 1.2455, 2.8397], [-0.6997, 1.7400, -0.9014], [-0.4029, -3.8535, -1.2700], [-1.6996, -3.9442, -2.3697], [-1.8710, -2.8363, -1.0190], [1.2292, -3.1873, -3.2915], [0.5617, -2.0801, -4.3796], [-0.1845, -3.5301, -4.1521], [-1.2023, -1.3545, -2.8173], [1.2841, -1.7969, -1.0814], [1.0279, -0.5289, -2.3282], [1.0859, 1.2932, 5.3246], [-0.4024, 1.6359, 4.6039], [0.1237, -0.0360, 4.6210], [1.7510, 3.0489, 1.4608], [-0.0055, 2.8155, 1.7789], [1.0998, 3.6039, 3.0587], [3.3690, 2.2554, 2.9634], [3.4050, 0.7782, 1.8579], [3.7824, 0.5927, 3.5167], [-0.9638, -0.8751, -0.0446]]
}

---

{
  "formula": "C3H9O2PS",
  "method": "the ωB97M-V functional and the def2-TZVPD basis",
  "total_energy_ev": -27472.323,
  "smiles": "CO[S@](C)(=O)=PC",
  "gap_ev": 8.07,
  "largest_force_ev_per_a": 4.59,
  "elements": ["C", "C", "C", "O", "O", "P", "S", "H", "H", "H", "H", "H", "H", "H", "H", "H"],
  "positions_angstrom": [[-2.7891, 1.1544, -0.1212], [2.3222, 0.8004, 0.6367], [0.4968, -2.0278, -0.3962], [1.0784, 0.1563, 1.0830], [0.1030, 0.5497, -1.2384], [-2.2077, -0.6115, 0.3571], [-0.1416, -0.2807, -0.0833], [-2.9016, 1.8576, 0.7895], [-3.7588, 0.9129, -0.6315], [-2.0632, 1.5265, -0.8845], [2.8453, 1.0462, 1.5809], [2.8728, -0.0397, 0.1450], [2.2845, 1.5756, -0.0323], [-0.1998, -2.3807, -1.0737], [1.4554, -1.7889, -0.7986], [0.6036, -2.4505, 0.6676]]
}

---

{
  "formula": "C5H8P2",
  "method": "the ωB97M-V functional and the def2-TZVPD basis",
  "total_energy_ev": -23886.756,
  "gap_ev": [7.21, 7.21],
  "largest_force_ev_per_a": 7.12,
  "elements": ["C", "C", "C", "C", "C", "P", "P", "H", "H", "H", "H", "H", "H", "H", "H"],
  "positions_angstrom": [[-0.2018, 0.8503, -0.2238], [1.1752, -0.6810, -0.0883], [-1.4168, 0.3590, -0.0969], [2.6438, -0.4316, 0.1563], [-2.5234, 1.2909, -0.2506], [-1.8030, -1.4607, 0.0362], [0.1755, -1.9712, 0.3789], [0.4149, 1.7026, -0.1758], [2.7748, 0.4858, 0.6655], [3.2989, -0.3213, -0.8156], [3.0477, -1.3276, 0.7350], [-2.4747, 1.8582, -1.2307], [-2.3474, 2.1202, 0.5342], [-3.4058, 0.7091, 0.0405], [0.6421, -3.1826, 0.3349]]
}